Record 1
Below is 2 unconnected molecules or ions with the total composition C5H7O3PS2, with properties calculated with ωB97M-V/def2-TZVPD.

Computed properties:
Energy above the lowest of the compared OMol25 structures with the same formula, charge and spin (kcal/mol): 22.3
Frontier orbital gap (alpha / beta) (eV): 5.959 / 5.334
E_HOMO (alpha / beta) (eV): -0.84 / -0.29
Electronic energy (eV): -42400.560
Total charge: -2

Each line ends with the Löwdin charge.
Atoms and positions in Å:
C (-2.407, -3.040, 0.116)  -0.8419
C (-1.405, -2.110, -0.174)  -0.9296
C (0.852, 2.626, -0.272)  -0.5792
C (-0.510, -1.655, 0.994)  -0.1538
C (0.935, 1.418, -1.241)  -0.1219
O (2.442, 4.001, 1.721)  -0.4939
O (3.561, 2.322, 0.162)  -0.4716
O (-0.200, 3.177, -0.071)  -0.0375
P (2.344, 2.753, 0.877)  0.4493
S (-3.488, -3.838, -0.893)  0.3381
S (-1.306, -1.309, -1.661)  0.5068
H (-2.601, -3.290, 1.183)  0.0187
H (-0.832, -0.633, 1.179)  0.0597
H (0.496, -1.642, 0.607)  0.0515
H (-0.684, -2.273, 1.902)  0.0634
H (1.969, 0.858, -1.287)  0.0927
H (0.696, 1.852, -2.257)  0.0794
H (0.137, 0.783, -0.887)  -0.0304

---

Record 2
Below is a gas-phase ion, C5H7O3S (charge -1), with properties calculated with ωB97M-V/def2-TZVPD.

Computed properties:
Energy above the lowest of the compared OMol25 structures with the same formula, charge and spin (kcal/mol): 67.6
Frontier orbital gap (eV): 7.836
E_HOMO (eV): -4.61
Electronic energy (eV): -22274.579
Total charge: -1

Each line ends with the Löwdin charge.
Atoms and positions in Å:
C (-1.164, 0.385, 0.214)  -0.0932
C (-2.121, -0.352, 0.244)  -0.0323
C (0.017, 1.107, 0.434)  -0.1818
C (1.205, 0.521, -0.428)  -0.3324
C (-3.346, -1.192, 0.084)  -0.1079
O (4.268, -1.117, -0.610)  -0.5254
O (3.745, 1.187, -0.266)  -0.5519
O (1.891, -0.453, 0.276)  -0.4011
S (3.717, -0.171, 0.361)  0.7089
H (-0.239, 2.074, 0.088)  0.1004
H (0.441, 0.913, 1.364)  0.0989
H (0.756, 0.082, -1.449)  0.1462
H (2.029, 1.223, -0.551)  0.0432
H (-4.227, -0.712, -0.266)  0.0563
H (-3.772, -1.492, 0.995)  0.0468
H (-3.200, -2.005, -0.492)  0.0254

---

Record 3
Below is a gas-phase ion, C5H7O3S (charge -1), with properties calculated with ωB97M-V/def2-TZVPD.

Computed properties:
Energy above the lowest of the compared OMol25 structures with the same formula, charge and spin (kcal/mol): 0.0
Frontier orbital gap (eV): 6.395
E_HOMO (eV): -2.97
Electronic energy (eV): -22277.511
Total charge: -1

Each line ends with the Löwdin charge.
Atoms and positions in Å:
C (-0.685, -2.069, -1.409)  -0.1276
C (0.133, -0.859, -0.983)  -0.2433
C (-0.079, -0.360, 0.452)  -0.4198
O (-0.811, -0.870, 1.307)  -0.0205
C (0.516, 1.021, 0.564)  -0.5167
S (1.847, 1.588, -0.464)  0.7114
C (0.122, 1.955, 1.511)  -0.6982
O (0.406, 3.118, 1.590)  -0.0133
O (-0.696, 1.501, 2.509)  0.0504
H (-0.451, -2.991, -0.798)  0.0814
H (-0.564, -2.331, -2.442)  0.0342
H (-1.843, -1.924, -1.448)  0.0990
H (1.161, -1.054, -1.103)  0.0743
H (-0.060, -0.058, -1.663)  0.0823
H (1.697, 2.794, 0.096)  -0.1401
H (-0.693, 0.542, 2.281)  0.0467

---

Record 4
Below is a molecular structure, C5H7O4S, with properties calculated with ωB97M-V/def2-TZVPD.

Computed properties:
Energy above the lowest of the compared OMol25 structures with the same formula, charge and spin (kcal/mol): 0.0
Frontier orbital gap (eV): 8.054
E_HOMO (eV): -4.65
Electronic energy (eV): -24324.365
Total charge: -1

Each line ends with the Löwdin charge.
Atoms and positions in Å:
C (1.585, -0.359, -0.286)  -0.3346
C (2.426, -0.591, 0.827)  -0.5923
C (-2.581, 0.278, -0.143)  -0.1675
C (-1.434, 0.281, 0.854)  -0.1725
C (0.835, -1.086, -1.208)  -0.3869
O (2.743, -1.511, 1.537)  0.0735
O (2.895, 0.734, 1.041)  -0.2470
O (2.662, 1.900, -1.307)  -0.5008
O (0.658, -2.298, -1.290)  -0.0424
S (1.889, 1.395, -0.175)  0.9386
H (-2.201, 0.113, -1.148)  0.0535
H (-3.113, 1.229, -0.126)  0.0553
H (-3.289, -0.518, 0.086)  0.0578
H (-1.808, 0.419, 1.869)  0.0629
H (-0.741, 1.088, 0.633)  0.0301
H (0.363, -0.414, -1.973)  0.1122
H (-0.889, -0.659, 0.810)  0.0603

---

> What is the formula in the first record?

C5H7O3PS2

---

> Number 3 is which compound?

C5H7O3S